# 1
Computed, not measured: 2 unconnected molecules or ions with the total composition C29H34N4O6S, with ωB97M-V with the def2-TZVPD basis set.

Properties
Calculated total energy   -2194.06472 hartree
Highest occupied orbital energy   -6.56 eV
LUMO   -2.7456 eV
ΔE to the lowest compared entry with this formula, charge and spin   0.0 kcal per mole

The geometry in ORCA input format:
```
! wB97M-V def2-TZVPD RIJCOSX def2/J DEFGRID3
* xyz 0 1
C -4.873 -3.824 -3.548
O -4.437 -4.929 -2.728
C -3.198 -4.844 -2.179
C -2.369 -3.721 -2.246
C -1.239 -3.616 -1.440
C -0.429 -2.344 -1.438
C -0.849 -1.382 -0.324
C -2.290 -0.873 -0.473
O -3.329 -1.521 -0.350
N -2.210 0.460 -0.747
C -3.393 1.243 -0.998
C -0.888 1.061 -0.628
C -0.514 1.702 -1.974
C -0.885 2.076 0.529
N -0.081 -0.132 -0.324
C 1.253 -0.118 -0.149
C 2.007 1.052 -0.210
C 3.383 1.145 -0.063
C 4.139 2.363 -0.160
C 5.552 2.373 0.019
C 6.283 3.555 -0.049
C 5.638 4.775 -0.304
C 4.254 4.791 -0.501
C 3.515 3.613 -0.440
C -0.866 -4.685 -0.628
C -1.648 -5.845 -0.572
O -1.434 -6.885 0.273
C -0.197 -6.887 1.014
C -2.812 -5.940 -1.371
O -3.645 -7.009 -1.234
C -4.669 -6.987 -0.195
H -5.821 -4.158 -3.966
H -5.016 -2.918 -2.943
H -4.155 -3.620 -4.353
H -2.676 -2.869 -2.860
H 0.634 -2.580 -1.294
H -0.544 -1.826 -2.405
H -0.756 -1.894 0.653
H -4.247 0.562 -1.034
H -3.541 1.981 -0.201
H -3.299 1.777 -1.951
H -0.647 0.960 -2.774
H -1.173 2.560 -2.158
H 0.522 2.045 -1.997
H -1.258 1.577 1.435
H 0.112 2.465 0.747
H -1.539 2.921 0.281
H 1.706 -1.098 0.046
H 1.467 1.976 -0.400
H 3.926 0.217 0.126
H 6.055 1.423 0.217
H 7.365 3.544 0.101
H 6.199 5.711 -0.340
H 3.740 5.733 -0.696
H 2.437 3.659 -0.603
H 0.023 -4.595 0.007
H -0.182 -7.857 1.506
H 0.669 -6.784 0.347
H -0.184 -6.078 1.757
H -5.182 -7.939 -0.317
H -4.200 -6.920 0.791
H -5.355 -6.150 -0.361
C 2.075 5.836 2.383
C 0.856 5.649 3.072
O -0.265 5.474 2.571
N 0.966 5.668 4.501
C 2.114 5.758 5.254
S 2.145 5.693 6.930
N 3.239 5.903 4.474
C 3.315 5.968 3.046
O 4.429 6.133 2.529
H 2.058 5.898 1.309
H 0.106 5.537 5.026
H 4.115 5.992 4.981
*
```

***

# 2
Computed, not measured: a molecular structure, C29H35Cl3N4O2P2Ru, with ωB97M-V with the def2-TZVPD basis set.

Properties
Calculated total energy   -3652.77067 hartree
Highest occupied orbital energy (spin up / spin down)   -13.23 / -13.02 eV
LUMO (spin up / spin down)   -6.0279 / -9.1296 eV
ΔE to the lowest compared entry with this formula, charge and spin   27.2 kcal per mole

The geometry in ORCA input format:
```
! wB97M-V def2-TZVPD RIJCOSX def2/J DEFGRID3
* xyz 2 5
Ru -0.233 1.506 -3.766
C -1.787 1.586 -6.534
C -1.626 0.275 -6.279
C -0.675 -0.658 -6.976
C 0.738 -0.067 -7.088
C 1.193 0.611 -5.810
C 0.786 1.902 -5.386
C 0.249 2.956 -6.316
C -0.810 2.457 -7.292
C 0.798 0.776 -1.331
H -2.745 2.098 -6.366
H -2.424 -0.248 -5.749
H -1.042 -0.916 -7.994
H -0.716 -1.613 -6.424
H 1.416 -0.912 -7.338
H 0.761 0.568 -7.999
H 2.142 0.203 -5.422
H 1.439 2.388 -4.619
H 1.106 3.310 -6.896
H -0.111 3.785 -5.689
H -1.349 3.313 -7.743
H -0.365 1.900 -8.138
H 0.019 1.657 -1.444
H 1.640 1.316 -0.895
H 0.421 0.115 -0.535
P 1.271 -0.201 -2.792
P -1.554 -0.850 -2.015
N 2.838 0.640 -3.137
N 2.325 -1.608 -1.775
N -2.458 0.433 -2.854
N -2.861 -1.837 -1.503
C 0.502 -1.586 -3.921
C -0.924 -1.921 -3.495
C 2.675 2.009 -2.948
C 3.815 2.647 -3.365
C 4.696 1.671 -3.905
C 4.092 0.427 -3.723
C 3.171 -1.227 -0.745
C 3.968 -2.314 -0.346
C 3.572 -3.429 -1.156
C 2.542 -2.965 -1.996
C -1.937 1.787 -2.705
C -2.633 2.616 -3.638
C -3.610 1.816 -4.201
C -3.480 0.502 -3.732
C -4.170 -2.039 -1.919
C -4.717 -3.059 -1.134
C -3.730 -3.452 -0.180
C -2.600 -2.670 -0.386
H 1.119 -2.494 -3.999
H 0.535 -1.169 -4.946
H -1.605 -1.801 -4.356
H -0.990 -2.972 -3.150
H 1.711 2.425 -2.621
H 3.894 3.721 -3.272
H 5.637 1.906 -4.385
H 4.459 -0.558 -3.999
H 3.109 -0.236 -0.309
H 4.709 -2.286 0.444
H 3.979 -4.439 -1.115
H 1.950 -3.540 -2.695
H -1.861 1.991 -1.660
H -2.476 3.669 -3.784
H -4.310 2.135 -4.963
H -4.073 -0.354 -3.984
H -4.601 -1.423 -2.702
H -5.710 -3.460 -1.263
H -3.814 -4.200 0.588
H -1.654 -2.567 0.153
Cl -3.653 -1.127 2.340
C -2.635 0.341 2.095
Cl -3.699 1.728 1.739
Cl -1.659 0.642 3.539
C -1.656 -0.001 0.823
O -0.620 -0.605 1.128
O -2.110 0.333 -0.347
*
```

***

# 3
Computed, not measured: C29H35F3N2O4 in the gas phase, with ωB97M-V with the def2-TZVPD basis set.

Properties
SMILES string   CCO[C@H]1OC(C(=O)N2CCN(Cc3ccccc3)CC2)=C[C@@H](c2ccc(C(F)(F)F)cc2)[C@@H]1CCCO
Calculated total energy   -1836.14967 hartree
Highest occupied orbital energy   -8.82 eV
LUMO   0.6020 eV
ΔE to the lowest compared entry with this formula, charge and spin   6.4 kcal per mole

The geometry in ORCA input format:
```
! wB97M-V def2-TZVPD RIJCOSX def2/J DEFGRID3
* xyz 0 1
C -0.515 3.837 -1.774
C 0.681 3.216 -1.060
O 0.617 1.808 -0.975
C 0.901 1.077 -2.144
O 1.878 0.120 -1.828
C 1.416 -0.973 -1.137
C 2.472 -1.834 -0.505
O 2.494 -3.032 -0.725
N 3.369 -1.215 0.294
C 3.221 0.115 0.833
C 2.540 0.034 2.213
N 2.657 -1.317 2.722
C 2.068 -1.466 4.035
C 0.567 -1.359 3.948
C -0.110 -2.054 2.952
C -1.487 -1.979 2.858
C -2.206 -1.214 3.762
C -1.539 -0.520 4.756
C -0.158 -0.589 4.846
C 4.016 -1.793 2.579
C 4.275 -2.031 1.077
C 0.134 -1.318 -1.048
C -0.966 -0.522 -1.681
C -1.785 0.247 -0.669
C -1.333 0.457 0.626
C -2.079 1.192 1.525
C -3.304 1.718 1.132
C -4.116 2.478 2.137
F -5.113 3.190 1.589
F -3.377 3.349 2.847
F -4.694 1.663 3.043
C -3.777 1.508 -0.155
C -3.014 0.778 -1.047
C -0.362 0.426 -2.737
C -0.005 -0.311 -4.033
C -1.226 -0.625 -4.893
C -0.821 -1.301 -6.206
O -1.921 -1.555 -7.046
H -0.469 4.919 -1.682
H -1.438 3.483 -1.322
H -0.516 3.580 -2.831
H 0.703 3.546 -0.019
H 1.617 3.521 -1.550
H 1.379 1.729 -2.892
H 4.225 0.540 0.928
H 2.645 0.747 0.162
H 1.477 0.272 2.133
H 3.001 0.770 2.899
H 2.459 -0.724 4.755
H 2.326 -2.463 4.407
H 0.461 -2.643 2.250
H -2.005 -2.520 2.079
H -3.282 -1.152 3.689
H -2.094 0.082 5.460
H 0.359 -0.042 5.623
H 4.128 -2.732 3.123
H 4.747 -1.074 2.990
H 5.310 -1.784 0.818
H 4.077 -3.070 0.806
H -0.133 -2.199 -0.490
H -1.645 -1.214 -2.192
H -0.385 0.044 0.930
H -1.719 1.358 2.528
H -4.732 1.913 -0.454
H -3.383 0.617 -2.050
H -1.073 1.226 -2.959
H 0.522 -1.236 -3.789
H 0.679 0.311 -4.614
H -1.910 -1.286 -4.355
H -1.764 0.297 -5.127
H -0.166 -0.642 -6.780
H -0.274 -2.229 -5.990
H -2.527 -2.154 -6.594
*
```

***

# 4
Computed, not measured: a molecular structure, C29H35F3N3O2S2Sc, with ωB97M-V with the def2-TZVPD basis set.

Properties
Calculated total energy   -3297.03445 hartree
Highest occupied orbital energy   -12.97 eV
LUMO   -4.9224 eV
ΔE to the lowest compared entry with this formula, charge and spin   24.9 kcal per mole

The geometry in ORCA input format:
```
! wB97M-V def2-TZVPD RIJCOSX def2/J DEFGRID3
* xyz 2 1
Sc 1.160 0.116 0.976
N 1.171 2.313 1.897
C 2.160 2.565 2.965
C 2.462 1.381 3.895
N 2.685 0.113 3.100
C 4.099 -0.157 2.721
C 4.443 0.349 1.291
N 3.411 0.184 0.339
H 1.181 3.028 1.145
H 0.209 2.249 2.277
H 1.767 3.452 3.580
H 3.004 2.992 2.356
H 1.649 1.097 4.592
H 3.328 1.672 4.543
H 2.425 -0.620 3.674
H 4.295 -1.241 2.773
H 4.875 0.356 3.284
H 5.372 -0.138 1.046
H 4.710 1.406 1.265
H 3.540 -0.689 -0.216
H 3.497 0.925 -0.380
O -0.461 -0.158 2.050
S -1.504 -0.846 2.964
C -1.115 -2.575 2.771
C -1.512 -3.122 1.363
C -0.761 -4.415 0.864
C 0.770 -4.452 1.000
S 1.883 -3.269 0.117
O 1.422 -1.838 0.492
C 1.333 -3.276 -1.544
C 1.190 -4.560 -2.153
C 1.006 -4.589 -3.552
C 0.764 -3.451 -4.312
C 0.821 -2.227 -3.644
C 1.123 -2.138 -2.287
C -3.001 -0.684 1.966
C -3.006 0.085 0.812
C -4.154 0.212 0.055
C -5.325 -0.309 0.573
C -5.338 -1.002 1.772
C -4.156 -1.204 2.500
H -1.677 -3.133 3.559
H -0.006 -2.689 2.830
H -1.409 -2.285 0.630
H -2.576 -3.418 1.331
H -1.066 -4.589 -0.144
H -1.071 -5.287 1.432
H 1.158 -5.458 0.639
H 1.009 -4.348 2.114
H 1.358 -5.405 -1.523
H 0.895 -5.547 -4.044
H 0.468 -3.500 -5.341
H 0.557 -1.277 -4.141
H 1.217 -1.191 -1.740
H -2.057 0.566 0.461
H -4.167 0.776 -0.906
H -6.213 -0.147 0.042
H -6.232 -1.402 2.170
H -4.181 -1.737 3.457
F -0.829 7.522 -4.292
C -1.802 6.549 -4.359
F -2.962 7.119 -3.899
F -1.938 6.238 -5.686
C -1.462 5.311 -3.588
C -0.948 4.216 -4.291
C -0.514 3.097 -3.640
C -0.572 3.105 -2.217
C -1.110 4.169 -1.533
C -1.501 5.307 -2.159
C -0.004 2.076 -1.469
C 0.540 1.138 -0.889
H -1.080 4.257 -5.378
H -0.133 2.253 -4.250
H -1.313 3.978 -0.481
H -1.800 6.202 -1.625
*
```

***

# 5
Computed, not measured: a gas-phase ion, C29H35N4 (charge +1), with ωB97M-V with the def2-TZVPD basis set.

Properties
SMILES string   Cn1cc([C@@H](c2cc3c4c(c2)CCCN4CCC3)N2CCC[N+]3=C2CCC3)c2ccccc21
Calculated total energy   -1344.82961 hartree
Highest occupied orbital energy   -9.42 eV
LUMO   -2.2634 eV
ΔE to the lowest compared entry with this formula, charge and spin   0.0 kcal per mole

The geometry in ORCA input format:
```
! wB97M-V def2-TZVPD RIJCOSX def2/J DEFGRID3
* xyz 1 1
C 1.876 1.386 5.472
N 1.563 1.240 4.077
C 0.616 0.396 3.541
C 0.776 0.356 2.151
C -0.245 -0.153 1.225
C -0.308 0.445 -0.148
C -0.152 1.866 -0.420
C -0.174 2.392 -1.715
C -0.449 1.525 -2.799
C -0.784 0.176 -2.469
C -0.769 -0.325 -1.206
C -1.108 -0.793 -3.542
C -0.555 -0.404 -4.901
C -0.856 1.057 -5.177
N -0.404 1.924 -4.116
C -0.287 3.315 -4.522
C 0.576 4.066 -3.537
C 0.106 3.839 -2.081
N -0.573 -1.936 1.135
C 0.663 -2.500 1.545
C 0.681 -3.940 1.053
C -0.492 -4.703 1.564
N -1.687 -3.951 1.506
C -1.707 -2.633 1.340
C -3.177 -2.175 1.247
C -3.947 -3.490 1.473
C -2.954 -4.601 1.578
C 1.887 1.238 1.806
C 2.552 1.747 0.664
C 3.666 2.585 0.834
C 4.152 2.984 2.072
C 3.457 2.569 3.216
C 2.340 1.778 3.047
H 2.854 1.870 5.581
H 1.130 1.974 6.026
H 1.948 0.388 5.920
H -0.191 0.037 4.209
H -1.243 -0.331 1.697
H -0.058 2.538 0.424
H -1.107 -1.364 -1.051
H -2.205 -0.900 -3.577
H -0.696 -1.760 -3.229
H -1.017 -1.036 -5.660
H 0.527 -0.582 -4.918
H -1.945 1.179 -5.338
H -0.365 1.360 -6.109
H 0.139 3.328 -5.539
H -1.286 3.786 -4.614
H 1.618 3.757 -3.668
H 0.538 5.121 -3.822
H -0.810 4.445 -1.983
H 0.849 4.301 -1.420
H 0.812 -2.463 2.657
H 1.497 -1.897 1.089
H 0.663 -3.930 -0.052
H 1.606 -4.361 1.430
H -0.668 -5.559 0.935
H -0.350 -5.066 2.574
H -3.467 -1.397 1.990
H -3.393 -1.787 0.227
H -4.498 -3.503 2.397
H -4.614 -3.755 0.668
H -2.913 -5.168 2.523
H -2.941 -5.334 0.746
H 2.205 1.534 -0.351
H 4.209 2.952 -0.078
H 5.057 3.560 2.180
H 3.831 2.782 4.221
*
```

***

# 6
Computed, not measured: 2 unconnected molecules or ions with the total composition C29H35N4O, with ωB97M-V with the def2-TZVPD basis set.

Properties
Calculated total energy   -1420.06464 hartree
Highest occupied orbital energy   -9.61 eV
LUMO   -3.5740 eV
ΔE to the lowest compared entry with this formula, charge and spin   16.7 kcal per mole

The geometry in ORCA input format:
```
! wB97M-V def2-TZVPD RIJCOSX def2/J DEFGRID3
* xyz 1 1
C 0.211 -1.968 -3.314
C -1.272 -1.877 -3.260
N -1.970 -0.862 -2.844
C -3.402 -1.074 -2.862
C -3.548 -2.512 -3.461
C -2.114 -3.054 -3.741
H 0.522 -3.017 -3.164
H 0.622 -1.623 -4.280
H 0.702 -1.358 -2.541
H -3.883 -1.035 -1.855
H -3.876 -0.315 -3.523
H -4.056 -3.167 -2.760
H -4.144 -2.479 -4.378
H -1.931 -3.266 -4.815
H -1.887 -3.991 -3.183
C 1.611 3.203 3.513
N 1.530 2.181 2.482
C 2.118 0.956 2.621
O 2.760 0.566 3.599
C 1.836 0.164 1.339
C 1.434 -1.303 1.537
C 2.470 -2.101 2.243
C 3.732 -2.463 1.804
N 4.405 -3.117 2.833
C 3.566 -3.196 3.947
C 3.840 -3.662 5.243
C 2.824 -3.502 6.200
C 1.603 -2.908 5.862
C 1.336 -2.435 4.567
C 2.336 -2.578 3.600
N 0.798 0.985 0.696
C 0.264 0.623 -0.497
C -0.692 1.348 -1.240
C -1.127 0.965 -2.514
C -2.125 1.753 -3.195
C -2.458 1.382 -4.526
C -3.374 2.112 -5.269
C -3.818 3.356 -4.775
C -3.498 3.761 -3.462
C -2.789 2.900 -2.618
C 0.620 2.313 1.356
C -0.827 2.486 1.832
C 1.068 3.469 0.434
H 2.337 2.876 4.249
H 1.934 4.138 3.050
H 0.633 3.351 3.980
H 2.768 0.191 0.731
H 0.501 -1.330 2.123
H 1.231 -1.755 0.547
H 4.195 -2.263 0.846
H 5.351 -3.476 2.787
H 4.792 -4.121 5.456
H 2.996 -3.844 7.218
H 0.840 -2.795 6.632
H 0.403 -1.940 4.296
H 0.594 -0.316 -0.875
H -1.040 2.303 -0.825
H -0.422 0.317 -3.185
H -1.991 0.496 -4.951
H -3.715 1.723 -6.226
H -4.377 4.039 -5.433
H -3.804 4.741 -3.085
H -2.694 3.145 -1.530
H -1.044 1.722 2.594
H -0.912 3.480 2.290
H -1.541 2.393 1.005
H 2.169 3.492 0.399
H 0.675 3.355 -0.590
H 0.708 4.420 0.865
*
```